[1]
20
Properties=species:S:1:pos:R:3 method="wB97M-V/def2-TZVPD" spin_multiplicity=1 de_lowest_ev=0.360 charge=0 smiles=CCC.CSC homo_ev=-8.46 orbital_gap_ha=0.346
C 1.320 1.728 0.918
C 0.507 0.474 1.283
C 0.720 0.022 2.724
H 0.930 2.666 1.286
H 2.358 1.636 1.250
H 1.390 1.819 -0.158
H 0.863 -0.257 0.564
H -0.537 0.681 1.060
H 0.686 0.934 3.325
H 1.695 -0.438 2.868
H -0.010 -0.718 3.044
C -2.037 0.132 -1.949
S -1.937 -1.667 -1.750
C -0.200 -2.041 -2.110
H -2.492 0.404 -2.898
H -2.602 0.546 -1.118
H -1.036 0.558 -1.903
H 0.461 -1.257 -1.772
H -0.075 -2.318 -3.152
H -0.004 -2.906 -1.513


[2]
20
Properties=species:S:1:pos:R:3 method="wB97M-V/def2-TZVPD" spin_multiplicity=1 de_lowest_ev=0.609 charge=0 smiles=CCC.CSC homo_ev=-8.52 orbital_gap_ha=0.349
C 2.350 -1.028 -1.882
C 0.858 -0.843 -1.568
C 0.280 -1.999 -0.783
H 2.570 -1.042 -2.948
H 2.657 -1.981 -1.454
H 3.025 -0.251 -1.523
H 0.290 -0.705 -2.473
H 0.768 0.043 -0.935
H -0.755 -1.891 -0.527
H 0.218 -2.921 -1.368
H 0.781 -2.183 0.167
C -0.577 0.931 2.432
S -0.560 2.387 1.409
C -2.323 2.417 0.918
H -1.156 0.103 2.009
H -0.909 1.061 3.464
H 0.406 0.452 2.514
H -2.687 3.438 0.991
H -2.378 2.150 -0.121
H -2.859 1.862 1.676


[3]
26
Properties=species:S:1:pos:R:3 method="wB97M-V/def2-TZVPD" spin_multiplicity=5 s_squared=6.034 charge=+4 homo_ev="-26.21 / -26.34" orbital_gap_ha="0.296 / 0.204"
In -25.739 4.310 -23.364
Cr -22.059 2.695 -22.939
F -23.595 3.303 -23.193
C -23.892 -0.458 -23.364
C -23.324 0.873 -22.873
C -22.720 0.694 -21.531
O -22.023 1.897 -21.276
C -21.571 1.946 -19.919
N -22.452 1.206 -23.945
H -23.316 -1.363 -23.170
H -24.296 -0.421 -24.376
H -24.830 -0.699 -22.864
H -24.141 1.593 -22.818
H -21.970 -0.097 -21.505
H -23.426 0.480 -20.728
H -21.007 2.857 -19.720
H -21.083 1.020 -19.612
H -22.462 2.059 -19.303
H -23.012 1.259 -24.784
H -21.884 0.400 -24.166
C -22.772 5.683 -24.270
O -24.140 5.606 -24.459
H -22.436 5.441 -25.278
H -22.384 6.569 -23.768
H -22.433 4.851 -23.652
H -24.512 6.401 -24.849


[4]
22
Properties=species:S:1:pos:R:3 method="wB97M-V/def2-TZVPD" spin_multiplicity=2 s_squared=0.751 de_lowest_ev=1.251 charge=0 homo_ev="-3.33 / -10.14" orbital_gap_ha="0.157 / 0.401"
N 1.323 -0.967 -0.704
C 0.080 -0.462 -0.126
C -0.103 1.023 -0.352
C 0.783 1.879 0.546
C 0.104 2.225 1.879
C -1.145 -1.199 -0.693
N -0.844 -2.634 -1.027
H 1.951 -1.343 0.002
H 0.185 -2.735 -1.036
H 1.841 -0.301 -1.263
H 0.125 -0.724 0.937
H -1.163 1.239 -0.264
H 0.171 1.209 -1.397
H 1.049 2.804 0.050
H 1.721 1.373 0.766
H 0.067 1.320 2.498
H -0.939 2.488 1.704
H 0.576 3.013 2.443
H -1.958 -1.238 0.030
H -1.453 -0.759 -1.649
H -1.135 -2.884 -2.012
H -1.234 -3.329 -0.330


[5]
22
Properties=species:S:1:pos:R:3 method="wB97M-V/def2-TZVPD" spin_multiplicity=2 s_squared=0.751 de_lowest_ev=3.907 charge=0 homo_ev="-2.55 / -9.63" orbital_gap_ha="0.130 / 0.381"
C -1.298 -0.444 1.447
C -0.381 0.837 1.452
C 1.215 0.761 1.292
C 1.704 0.045 -0.110
N 0.481 0.205 -0.991
C 0.275 -0.197 -2.412
N -1.763 -1.008 0.098
H -0.757 -1.308 1.722
H -2.211 -0.109 2.014
H -0.634 1.360 2.345
H -0.758 1.461 0.591
H 1.562 1.803 1.290
H 1.813 0.193 2.120
H 2.567 0.471 -0.628
H 1.991 -0.974 0.020
H -0.013 1.070 -0.908
H 1.115 0.158 -3.013
H 0.377 -1.254 -2.489
H -0.690 -0.105 -2.898
H -2.174 -1.943 0.272
H -2.197 -0.627 -0.701
H -0.223 -0.394 -0.516


[6]
22
Properties=species:S:1:pos:R:3 method="wB97M-V/def2-TZVPD" spin_multiplicity=1 de_lowest_ev=1.770 charge=+1 homo_ev=-14.68 orbital_gap_ha=0.402
C -2.514 0.980 0.593
C 0.921 -2.014 -0.485
C -2.057 -0.096 -0.382
C 1.693 0.373 -0.732
C 1.124 -0.712 0.190
N 1.656 1.642 -0.007
N 0.929 -0.308 1.359
H -2.023 1.953 0.512
H -2.191 0.505 1.555
H -3.528 1.184 0.720
H 1.486 -2.783 0.047
H -0.122 -2.351 -0.563
H 1.277 -2.076 -1.536
H -2.464 0.174 -1.284
H -0.928 -0.115 -0.312
H 0.997 0.374 -1.668
H 2.750 0.044 -0.819
H -2.401 -1.137 -0.288
H 0.961 2.288 -0.286
H 1.197 0.819 1.334
H 0.737 -0.988 2.074
H 2.499 2.244 -0.023


[7]
22
Properties=species:S:1:pos:R:3 method="wB97M-V/def2-TZVPD" spin_multiplicity=1 de_lowest_ev=0.610 charge=+1 homo_ev=-14.60 orbital_gap_ha=0.392
N 1.674 -1.324 1.162
C 1.477 -1.486 -0.131
N 2.237 -2.240 -0.902
H 2.419 -1.821 1.696
H 1.106 -0.569 1.599
H 0.520 -1.176 -0.542
H 1.800 -2.456 -1.783
H 3.189 -2.484 -0.694
C -2.148 0.370 -1.560
C -1.125 1.129 -0.755
C -0.975 0.743 0.754
C 0.142 1.539 1.450
H -1.955 -0.741 -1.571
H -2.170 0.847 -2.531
H -3.171 0.498 -1.194
H -1.403 2.216 -0.740
H -0.121 1.068 -1.239
H -0.817 -0.364 0.897
H -1.963 0.849 1.255
H 1.163 1.419 0.999
H 0.172 1.375 2.547
H -0.051 2.609 1.282


[8]
22
Properties=species:S:1:pos:R:3 method="wB97M-V/def2-TZVPD" spin_multiplicity=1 de_lowest_ev=6.504 charge=+1 homo_ev=-12.17 orbital_gap_ha=0.119
N -0.108 -0.816 2.143
C -0.147 -4.585 1.538
C -0.362 -3.742 0.543
N 0.250 1.035 -0.192
C 0.493 3.401 -0.601
C -0.256 2.047 -0.920
C -0.149 1.726 -2.456
H -0.983 -0.612 2.606
H 0.664 -0.769 2.809
H 0.081 -0.187 1.379
H 0.160 -4.233 2.514
H -0.276 -5.651 1.448
H -0.183 -2.679 0.705
H -0.700 -4.085 -0.428
H 1.239 0.867 -0.456
H -0.033 4.189 -1.132
H 1.530 3.366 -0.934
H 0.489 3.575 0.466
H -1.298 2.181 -0.632
H -0.727 2.498 -2.962
H 0.891 1.731 -2.782
H -0.575 0.742 -2.657